Entry from the OMol25 dataset: 2 unconnected molecules or ions with the total composition C10H18N3O (ωB97M-V/def2-TZVPD).

Summary:
Total charge ... +1
LUMO (spin up / spin down) ... -0.200 / -0.201 Eh
Relative energy (zero: lowest compared OMol25 entry of this formula, charge and spin) ... 789.5 kJ/mol
Gap between HOMO and LUMO (spin up / spin down) ... 0.2886 / 0.2876 Ha
Highest occupied orbital energy (spin up / spin down) ... -13.304 / -13.294 eV

Each atom is followed by the atoms it is bonded to, with distances in Å.
CARTESIAN COORDINATES (ANGSTROEM)
1 C 2.128 -0.570 1.401  C2 1.374, C7 1.448, H15 1.070
2 C 1.172 -0.929 0.481  C1 1.374, N13 1.368, H16 1.028
3 C -0.652 -0.722 -3.067  C4 1.633, C5 1.546, H17 1.078, H18 1.145
4 C -2.074 -1.140 -2.382  C3 1.633, C6 1.545, H19 1.117, H20 1.112
5 C -0.331 0.593 -2.321  C3 1.546, N12 1.397, H21 1.089, H22 1.071
6 C -2.161 -0.061 -1.280  C4 1.545, C10 1.588, N12 1.356, H23 1.051
7 C 1.989 0.808 1.826  C1 1.448, C8 1.534, C9 1.589, N11 1.504
8 C 3.065 1.892 1.686  C7 1.534, H24 1.058, H25 1.187, H26 1.182
9 C 1.304 0.736 3.258  C7 1.589, H27 1.110, H28 1.120, H29 1.095
10 C -2.797 -0.750 0.001  C6 1.588, O14 1.391, H30 1.193, H31 1.019
11 N 0.797 1.192 0.993  C7 1.504, N13 1.214
12 N -1.056 0.711 -1.133  C5 1.397, C6 1.356
13 N 0.452 0.225 0.346  C2 1.368, N11 1.214
14 O -1.895 -1.774 0.270  C10 1.391, H32 1.047
15 H 3.032 -1.111 1.589  C1 1.070
16 H 0.894 -1.770 -0.040  C2 1.028
17 H 0.046 -1.521 -2.873  C3 1.078
18 H -0.781 -0.431 -4.168  C3 1.145
19 H -2.843 -0.975 -3.175  C4 1.117
20 H -2.109 -2.241 -2.232  C4 1.112
21 H 0.716 0.802 -2.105  C5 1.089
22 H -0.661 1.403 -2.939  C5 1.071
23 H -2.940 0.598 -1.533  C6 1.051
24 H 3.693 1.924 0.836  C8 1.058
25 H 3.914 1.708 2.494  C8 1.187
26 H 2.616 2.972 1.859  C8 1.182
27 H 0.882 1.709 3.588  C9 1.110
28 H 2.150 0.434 3.927  C9 1.120
29 H 0.529 -0.037 3.281  C9 1.095
30 H -3.847 -1.238 -0.289  C10 1.193
31 H -2.948 -0.022 0.699  C10 1.019
32 H -2.285 -2.413 1.002  O14 1.047

Atomic partial charges in e from the Löwdin method, atoms 1 to 6: 0.0153 -0.0097 -0.0987 -0.0906 -0.2086 -0.3406

Entry from the OMol25 dataset: 6 unconnected molecules or ions with the total composition C30H46FN2O22 (ωB97M-V/def2-TZVPD).

Summary:
Total charge ... +1
LUMO ... -0.121 Eh
Relative energy (zero: lowest compared OMol25 entry of this formula, charge and spin) ... 423.4 kJ/mol
Gap between HOMO and LUMO ... 0.3292 Ha
Highest occupied orbital energy ... -12.246 eV

Each atom is followed by the atoms it is bonded to, with distances in Å.
CARTESIAN COORDINATES (ANGSTROEM)
1 C 0.837 -1.743 2.237  C2 1.594, H26 1.162, H27 1.152, H28 1.156
2 C 0.922 -2.653 0.930  C1 1.594, O3 1.261, O4 1.426
3 O 0.077 -3.582 0.811  C2 1.261
4 O 1.844 -2.494 -0.147  C2 1.426, C5 1.441
5 C 2.118 -1.110 -0.436  O4 1.441, C6 1.605, H29 1.156, H30 1.155
6 C 0.867 -0.281 -1.006  C5 1.605, C7 1.623, H31 1.151, H32 1.157
7 C 1.046 0.189 -2.549  C6 1.623, C8 1.599, N22 1.535, H33 1.157
8 C -0.330 0.616 -3.244  C7 1.599, O9 1.449, H34 1.143, H35 1.148
9 O -0.086 0.724 -4.668  C8 1.449, C10 1.474
10 C 0.867 1.842 -4.791  O9 1.474, C11 1.597, C14 1.632, H36 1.140
11 C 0.889 2.222 -6.342  C10 1.597, O12 1.465, H37 1.155, H38 1.141
12 O 1.177 1.074 -7.206  C11 1.465, O13 1.377
13 O 0.108 0.953 -8.064  O12 1.377, H39 0.994
14 C 2.322 1.412 -4.189  C10 1.632, N15 1.472, N22 1.495, H40 1.162
15 N 3.456 2.213 -4.678  C14 1.472, C16 1.487, C19 1.479
16 C 4.095 1.683 -5.912  N15 1.487, C17 1.590, O18 1.262
17 C 4.734 0.242 -6.121  C16 1.590, H41 1.158, H42 1.147, H43 1.153
18 O 4.127 2.468 -6.898  C16 1.262
19 C 4.570 2.423 -3.729  N15 1.479, C20 1.597, O21 1.264
20 C 5.521 1.314 -3.083  C19 1.597, H44 1.156, H45 1.139, H46 1.154
21 O 4.821 3.620 -3.409  C19 1.264
22 N 2.159 1.233 -2.713  C7 1.535, C14 1.495, C23 1.498, H47 1.046
23 C 1.793 2.441 -1.907  N22 1.498, C24 1.630, F25 1.427, H48 1.140
24 C 2.776 2.477 -0.607  C23 1.630, H49 1.140, H50 1.141, H51 1.155
25 F 1.978 3.699 -2.555  C23 1.427
26 H -0.076 -2.115 2.853  C1 1.162
27 H 1.798 -1.743 2.871  C1 1.152
28 H 0.571 -0.654 1.954  C1 1.156
29 H 2.500 -0.531 0.490  C5 1.156
30 H 3.006 -1.102 -1.175  C5 1.155
31 H 0.517 0.575 -0.323  C6 1.151
32 H -0.024 -1.020 -1.031  C6 1.157
33 H 1.399 -0.766 -3.098  C7 1.157
34 H -1.094 -0.216 -3.072  C8 1.143
35 H -0.780 1.581 -2.815  C8 1.148
36 H 0.389 2.716 -4.238  C10 1.140
37 H -0.140 2.689 -6.578  C11 1.155
38 H 1.658 3.039 -6.547  C11 1.141
39 H 0.021 1.790 -8.593  O13 0.994
40 H 2.471 0.340 -4.612  C14 1.162
41 H 4.597 -0.332 -5.125  C17 1.158
42 H 4.211 -0.399 -6.915  C17 1.147
43 H 5.875 0.273 -6.289  C17 1.153
44 H 6.530 1.388 -3.643  C20 1.156
45 H 5.121 0.248 -3.117  C20 1.139
46 H 5.760 1.674 -2.013  C20 1.154
47 H 2.969 0.782 -2.231  N22 1.046
48 H 0.739 2.445 -1.473  C23 1.140
49 H 3.848 2.179 -0.854  C24 1.140
50 H 2.326 1.944 0.296  C24 1.141
51 H 2.819 3.594 -0.318  C24 1.155
52 C -3.985 -1.108 3.920  C53 1.497, O57 1.423, H58 1.091, H59 1.094
53 C -4.020 -2.009 5.115  C52 1.497, O54 1.422, H60 1.094, H61 1.091
54 O -2.670 -2.444 5.229  C53 1.422, C55 1.358
55 C -1.896 -1.509 4.619  O54 1.358, O56 1.201, O57 1.360
56 O -0.697 -1.481 4.677  C55 1.201
57 O -2.652 -0.608 3.936  C52 1.423, C55 1.360
58 H -4.707 -0.293 3.991  C52 1.091
59 H -4.149 -1.647 2.983  C52 1.094
60 H -4.298 -1.479 6.031  C53 1.094
61 H -4.692 -2.857 4.978  C53 1.091
62 C -5.176 -5.030 8.981  C63 1.497, O67 1.422, H68 1.091, H69 1.094
63 C -4.555 -6.029 8.054  C62 1.497, O64 1.422, H70 1.094, H71 1.090
64 O -5.419 -5.999 6.925  C63 1.422, C65 1.360
65 C -6.044 -4.791 6.930  O64 1.360, O66 1.199, O67 1.362
66 O -6.713 -4.371 6.028  C65 1.199
67 O -5.810 -4.120 8.091  C62 1.422, C65 1.362
68 H -4.436 -4.518 9.598  C62 1.091
69 H -5.934 -5.476 9.631  C62 1.094
70 H -3.549 -5.738 7.737  C63 1.094
71 H -4.515 -7.029 8.487  C63 1.090
72 C -6.202 -9.130 12.572  C73 1.499, O77 1.422, H78 1.091, H79 1.094
73 C -6.085 -7.639 12.661  C72 1.499, O74 1.422, H80 1.094, H81 1.091
74 O -4.858 -7.374 11.992  C73 1.422, C75 1.361
75 C -4.629 -8.418 11.148  O74 1.361, O76 1.198, O77 1.360
76 O -3.769 -8.436 10.314  C75 1.198
77 O -5.503 -9.435 11.372  C72 1.422, C75 1.360
78 H -7.239 -9.464 12.512  C72 1.091
79 H -5.712 -9.640 13.406  C72 1.094
80 H -6.893 -7.122 12.134  C73 1.094
81 H -6.050 -7.284 13.692  C73 1.091
82 C 0.936 7.760 -0.589  C83 1.498, O87 1.423, H88 1.091, H89 1.094
83 C 2.080 7.267 0.244  C82 1.498, O84 1.423, H90 1.094, H91 1.091
84 O 1.625 5.994 0.688  C83 1.423, C85 1.359
85 C 0.690 5.570 -0.202  O84 1.359, O86 1.201, O87 1.357
86 O 0.225 4.463 -0.219  C85 1.201
87 O 0.350 6.557 -1.071  C82 1.423, C85 1.357
88 H 1.263 8.392 -1.415  C82 1.091
89 H 0.192 8.303 0.001  C82 1.094
90 H 2.995 7.131 -0.340  C83 1.094
91 H 2.293 7.921 1.090  C83 1.091
92 C 2.675 4.639 -10.710  C93 1.498, O97 1.423, H98 1.091, H99 1.094
93 C 2.676 4.198 -9.277  C92 1.498, O94 1.421, H100 1.094, H101 1.091
94 O 1.313 4.341 -8.897  C93 1.421, C95 1.362
95 C 0.571 4.275 -10.036  O94 1.362, O96 1.198, O97 1.360
96 O -0.624 4.192 -10.058  C95 1.198
97 O 1.360 4.313 -11.143  C92 1.423, C95 1.360
98 H 3.423 4.116 -11.308  C92 1.091
99 H 2.827 5.717 -10.816  C92 1.094
100 H 2.966 3.150 -9.161  C93 1.094
101 H 3.321 4.816 -8.651  C93 1.091

Atomic partial charges in e from the Löwdin method, atoms 1 to 6: 0.0024 -0.3917 0.0659 -0.0455 -0.1951 -0.0851

Computed E_tot, in the same sequence as the records: -17166.89082, -82584.35471 eV.